Molecular formula: C21H48CaNO2P2
Method: DFT, the ωB97M-V functional and the def2-TZVPD basis

Structure (XYZ):
```
75
Properties=species:S:1:pos:R:3:forces:R:3:mulliken_charge:R:1
Ca -1.01904 0.00023 0.31573 1.937 0.785 -0.551 1.23
P -0.02289 -2.49481 -0.95202 0.120 -0.444 0.341 0.83
P 0.02809 2.48469 -0.74982 -1.636 -0.374 1.581 1.93
N 0.39918 0.17152 -2.49658 0.478 -1.733 -1.992 0.59
C 0.06686 -2.32791 -2.77444 -0.151 -0.237 -0.276 -0.90
H 0.60863 -3.19891 -3.16708 -0.167 0.106 0.030 0.41
H -0.95821 -2.40659 -3.16741 0.211 0.148 0.145 0.53
C 0.72786 -1.06552 -3.30606 0.132 1.204 -0.190 -1.16
H 1.81985 -1.14786 -3.42510 -0.231 -0.165 0.310 0.30
H 0.33715 -0.86565 -4.31429 0.115 -0.158 0.231 0.47
C 0.64969 1.41051 -3.30728 0.129 -0.407 0.363 -0.94
H 0.20768 1.28429 -4.30299 -0.084 0.011 0.312 0.49
H 1.74091 1.50219 -3.47134 -0.373 0.068 0.139 0.34
C 0.06824 2.61769 -2.57638 -0.364 0.145 -0.499 -1.14
H -0.96326 2.78135 -2.92166 0.267 -0.042 0.076 0.42
H 0.64178 3.51744 -2.83735 -0.215 -0.129 -0.012 0.37
C 1.52956 3.51009 -0.28209 -0.061 -0.733 0.006 0.21
C 2.01288 3.18420 1.13462 0.253 0.029 0.064 -1.24
H 2.98595 3.67262 1.29685 -0.254 -0.128 0.068 0.48
H 2.15410 2.10579 1.28698 -0.081 0.197 -0.106 0.08
H 1.32097 3.56393 1.90150 0.142 -0.047 -0.227 0.21
C -1.53356 3.50274 -0.42476 0.219 1.416 -0.604 0.15
C -1.84007 3.71761 1.06923 -0.113 0.087 -0.064 -0.97
H -2.75463 4.32933 1.16643 0.360 -0.187 0.020 0.48
H -1.02514 4.25117 1.58975 -0.278 -0.189 -0.196 0.17
H -2.04565 2.78307 1.62238 0.191 0.174 -0.214 -0.06
C -1.56120 -3.53194 -0.75079 0.100 -0.140 -0.222 0.43
C -1.81714 -3.92403 0.71574 -0.121 -0.064 -0.009 -1.12
H -2.73506 -4.53128 0.76820 0.337 0.128 0.045 0.47
H -1.98713 -3.05305 1.37113 0.142 -0.203 -0.195 0.13
H -0.98701 -4.51644 1.13800 -0.322 0.205 -0.168 0.20
C 1.52317 -3.53419 -0.64540 -0.148 0.560 0.173 0.41
C 2.05406 -3.34869 0.78202 0.166 -0.015 0.084 -1.32
H 2.99605 -3.91026 0.89062 -0.306 0.170 0.041 0.50
H 1.34921 -3.73432 1.53570 0.173 0.022 -0.198 0.19
H 2.26868 -2.29408 1.00527 -0.105 -0.226 -0.135 0.12
C 1.07261 0.39182 -1.28867 1.260 1.502 2.287 -1.14
O 2.06871 -0.14940 -0.81326 -0.524 -1.238 -1.387 -0.51
C -1.65744 4.83886 -1.17417 -0.730 0.378 0.257 -1.59
H -0.99490 5.60832 -0.76351 -0.238 -0.230 -0.146 0.26
H -1.47757 4.75732 -2.25101 0.081 -0.030 0.224 0.32
H -2.68597 5.21195 -1.05869 0.161 0.092 -0.101 0.49
C -1.68328 -4.74726 -1.67459 -0.423 -0.303 0.081 -1.55
H -2.71180 -5.12739 -1.60776 0.183 0.001 -0.051 0.49
H -1.50591 -4.50798 -2.72782 0.066 -0.027 0.208 0.34
H -1.01721 -5.56439 -1.37779 -0.237 0.267 -0.110 0.27
C 1.42254 -5.00912 -1.00878 0.221 -0.271 -0.003 -1.73
H 2.41994 -5.45944 -0.92331 -0.144 0.095 -0.009 0.51
H 0.77257 -5.55876 -0.31953 0.074 0.103 -0.122 0.29
H 1.08670 -5.18174 -2.03587 -0.017 0.049 0.177 0.32
C 1.43172 5.01724 -0.48684 0.233 0.207 0.018 -1.71
H 0.77829 5.49590 0.25042 0.061 -0.140 -0.143 0.29
H 2.42989 5.44889 -0.34078 -0.114 -0.072 -0.024 0.50
H 1.10961 5.30208 -1.49264 -0.031 -0.067 0.173 0.31
H 2.27879 3.12263 -0.99170 -0.095 0.039 0.206 0.44
H 2.24867 -3.06406 -1.33130 -0.237 0.024 0.212 0.41
H -2.32596 2.84561 -0.83951 0.297 0.026 0.094 0.30
H -2.35819 -2.82108 -1.05624 0.240 -0.186 0.104 0.37
H -1.70958 0.05256 -1.65004 -1.442 0.003 -0.310 -0.39
H -2.41151 0.01210 -1.28212 0.556 0.033 -1.181 0.67
C -1.37140 1.18141 4.22586 -0.149 0.027 0.061 -1.33
C -0.21743 1.14778 3.24978 0.358 -0.236 0.125 0.07
O -0.26927 0.02115 2.33115 -0.078 0.155 0.781 -0.49
C -0.17872 -1.28636 2.94021 0.167 0.125 0.320 0.92
C 0.99346 -1.39407 3.89553 0.056 -0.309 0.340 -1.57
H -2.34688 1.29138 3.72467 0.331 -0.073 0.095 0.31
H -1.23877 2.05358 4.87615 -0.059 -0.171 -0.074 0.42
H -1.39653 0.28927 4.86077 -0.041 0.189 -0.060 0.39
H -0.19789 2.04393 2.62952 0.019 -0.205 -0.085 -0.25
H 0.75022 1.06270 3.75258 -0.200 0.270 0.065 0.41
H -1.12831 -1.47061 3.45569 0.149 -0.183 0.012 0.46
H -0.07743 -2.01430 2.11992 0.003 0.363 0.139 -0.86
H 0.79164 -0.87645 4.84193 0.082 -0.089 -0.237 0.43
H 1.12796 -2.45300 4.14457 0.053 0.170 -0.045 0.46
H 1.93806 -1.01598 3.47989 -0.356 -0.121 -0.063 0.35
```
Forces are in eV/Å.

Calculated values
Orbital gap: 4.8 eV
Net charge: +1
Multiplicity: 1
E_tot: -2394.191591 a.u.
Relative energy (zero: lowest compared OMol25 entry of this formula, charge and spin): 1.833 eV

=====

Molecular formula: C21H48Cl2CsN11O9P2Se2
Method: DFT, the ωB97M-V functional and the def2-TZVPD basis

Structure (XYZ):
```
96
Properties=species:S:1:pos:R:3:forces:R:3:mulliken_charge:R:1
Cs -0.14928 0.42369 0.46552 -0.591 1.346 -3.430 2.05
C -0.00271 -0.92622 -4.97353 0.251 -0.284 0.215 -0.68
O 0.48595 -1.94334 -4.08979 -0.378 0.177 -0.922 -0.32
C -0.25814 -2.22705 -3.00331 0.052 -0.587 0.836 0.51
O -1.31914 -1.68313 -2.74944 -0.306 0.204 0.063 -0.61
N 0.39074 -3.17207 -2.27736 -4.094 0.530 -2.079 -0.10
N -0.02803 -3.38051 -0.96789 -1.214 0.177 -0.248 -0.31
H -0.12647 -1.36624 -5.95926 -0.005 -0.058 -0.116 0.24
H 0.74085 -0.13548 -5.01728 0.113 0.080 0.015 0.24
H -0.94259 -0.52419 -4.62563 -0.205 0.042 0.139 0.30
H 1.40638 -3.26377 -2.41593 -0.355 -0.551 -0.755 0.28
H 0.61188 -2.81139 -0.44813 0.492 0.143 0.983 0.04
H 0.20899 -4.33157 -0.75097 0.124 -0.368 0.191 0.25
C 3.30044 -2.56544 3.39250 -0.158 0.097 0.156 -1.02
N 2.03271 -2.17388 4.05311 0.444 -0.426 -0.019 0.51
C 2.03746 -2.40396 5.49305 0.123 0.003 -0.167 -1.03
P 1.39066 -0.76542 3.45383 0.011 -0.681 -0.414 -1.32
O 1.31030 -0.82277 1.98131 1.407 -0.767 1.924 -0.47
O -0.05297 -0.80973 4.17625 -0.334 0.121 -0.196 1.26
P -1.54652 -0.91062 3.56269 -0.265 -0.940 -0.167 -0.74
O -1.79691 -0.36061 2.21044 -1.017 -0.563 2.028 -0.52
N -2.52402 -0.37979 4.77190 0.076 0.254 0.387 0.49
C -3.27408 0.87130 4.66851 0.047 -0.203 0.069 -0.93
C -2.18199 -0.75810 6.14809 -0.057 0.198 -0.247 -1.08
N -1.79794 -2.58064 3.62758 -0.218 -0.264 -0.479 0.05
C -3.20286 -2.95005 3.31646 0.384 0.089 0.102 -0.98
C -0.90550 -3.39978 2.76254 -0.297 0.141 0.134 -0.77
N 2.19062 0.48772 4.12476 -0.048 0.787 0.091 0.43
C 2.81689 1.52056 3.27252 0.002 -0.211 0.178 -0.53
C 1.77334 0.98574 5.44481 0.115 -0.056 -0.245 -0.84
H 3.44682 -3.64162 3.50917 -0.050 0.029 0.047 0.32
H 4.16450 -2.04668 3.83588 -0.129 -0.029 -0.022 0.31
H 3.27213 -2.34496 2.32130 -0.141 -0.006 0.171 0.24
H 2.18045 -3.46979 5.68269 0.024 -0.022 -0.015 0.37
H 1.08525 -2.11068 5.93930 0.055 -0.018 -0.110 0.15
H 2.85107 -1.85897 5.99632 -0.057 -0.012 -0.024 0.29
H -3.60637 1.03648 3.64976 0.018 -0.087 -0.017 0.22
H -2.68437 1.73449 4.97921 0.056 0.008 0.001 0.21
H -4.16233 0.79029 5.29773 -0.038 -0.029 0.053 0.42
H -1.66272 -1.71466 6.16871 -0.008 0.018 -0.111 0.27
H -3.09900 -0.85907 6.73293 -0.040 0.025 -0.020 0.32
H -1.54922 0.00170 6.62550 -0.025 -0.041 -0.056 0.26
H -3.90176 -2.34740 3.89262 0.067 0.048 0.051 0.37
H -3.35678 -4.00043 3.57574 0.081 0.034 0.004 0.36
H -3.42962 -2.82364 2.24995 0.064 0.030 0.044 0.20
H 0.13898 -3.14686 2.89547 0.086 0.144 0.090 0.02
H -1.16248 -3.29492 1.70054 0.016 0.060 0.062 0.40
H -1.02121 -4.45039 3.03948 -0.089 0.035 0.043 0.39
H 2.96717 1.20160 2.23577 -0.136 -0.115 0.145 0.05
H 3.78668 1.79353 3.69731 -0.027 -0.046 0.039 0.36
H 2.19383 2.41448 3.24131 -0.076 0.028 0.060 0.06
H 1.36837 0.19136 6.07332 0.056 0.002 -0.129 0.23
H 1.00875 1.75854 5.33552 -0.020 0.019 -0.047 0.23
H 2.64318 1.40386 5.95157 0.077 0.025 0.014 0.37
O 4.62159 1.87388 -3.17238 -0.418 -0.382 0.303 -0.66
C 3.74056 0.74188 -3.29436 0.227 0.326 -0.011 -1.59
C 3.93990 -0.33302 -2.22370 -0.230 -0.150 0.373 2.70
C 5.29797 -0.99708 -2.51828 -0.126 -0.292 0.373 -1.44
O 5.88379 -1.71958 -1.42612 -0.482 -0.065 -0.322 -0.56
C 3.95741 0.27119 -0.80434 -0.349 -0.102 0.101 -1.26
Se 2.67997 1.75606 -0.39145 0.902 0.267 -0.552 -0.74
C 2.74065 -1.30759 -2.38236 0.610 0.132 0.154 -1.20
Se 2.81946 -3.10842 -1.49085 5.170 0.859 1.583 -0.71
H 4.31609 2.32957 -2.35785 0.016 -0.186 -0.301 0.35
H 3.91836 0.28557 -4.27444 0.095 0.149 -0.060 0.54
H 2.70402 1.07904 -3.25772 -0.104 0.070 0.001 0.47
H 5.99968 -0.21396 -2.79161 0.177 0.101 0.052 0.53
H 5.16790 -1.65806 -3.38497 0.027 -0.076 -0.035 0.19
H 5.20857 -2.38905 -1.17779 0.164 0.223 -0.113 0.28
H 4.95073 0.61986 -0.55076 0.176 0.069 -0.051 0.63
H 3.71677 -0.54474 -0.12629 0.083 -0.063 0.172 0.04
H 2.55466 -1.48576 -3.44450 0.189 -0.012 0.202 0.46
H 1.86537 -0.79044 -1.98291 -0.067 0.050 -0.007 0.20
Cl -3.63762 0.01110 -0.21712 -0.284 -0.189 -0.283 -0.02
C -4.17344 -1.40262 -1.15819 -0.156 0.340 -0.006 -0.04
Cl -5.43777 -0.99750 -2.35186 0.168 -0.009 0.185 -0.22
H -4.59721 -2.11178 -0.46669 -0.080 -0.117 0.130 0.24
H -3.31760 -1.79685 -1.67934 0.350 -0.017 -0.204 0.03
N -2.22094 2.60013 1.98958 0.240 -0.133 0.101 0.02
C -1.00937 2.64244 2.61384 -0.098 0.462 0.316 -0.23
N -0.22535 3.71037 2.23658 -0.228 -0.130 -0.305 -0.43
O -0.65936 1.85474 3.50259 0.088 0.297 -0.223 -0.22
H -2.30720 3.10442 1.09933 -0.156 0.178 -0.126 0.45
H -2.68872 1.70930 2.03969 0.163 -0.074 0.067 -0.01
H -0.45652 4.14606 1.35038 0.033 -0.013 0.073 0.26
H 0.76084 3.61110 2.40377 0.048 -0.062 0.044 0.30
N -4.63375 3.63741 -0.50453 -0.064 0.091 -0.146 -0.48
C -3.46690 4.17814 -1.02137 0.266 0.449 -0.279 0.67
O -2.38177 4.00635 -0.43196 -0.225 -0.153 0.124 -0.80
C -3.59616 4.98232 -2.20032 -0.228 0.303 -0.401 0.24
C -2.48590 5.73346 -2.71353 -0.537 -0.346 0.247 0.09
N -1.62252 6.36904 -3.14734 -0.143 -0.092 0.069 -0.63
C -4.85930 5.08707 -2.86749 0.833 -0.068 0.278 -0.04
N -5.88946 5.12703 -3.39631 -0.037 0.021 0.090 -0.63
H -4.50531 2.83153 0.07579 0.079 -0.207 0.107 0.11
H -5.42714 3.57728 -1.12454 0.047 0.021 -0.019 0.29
```
Forces are in eV/Å.

Calculated values
Orbital gap: 4.6 eV
Net charge: -2
Multiplicity: 1
E_tot: -8534.828001 a.u.
Relative energy (zero: lowest compared OMol25 entry of this formula, charge and spin): 0.561 eV

=====

Molecular formula: C21H48ClNO2P3Pt
Method: DFT, the ωB97M-V functional and the def2-TZVPD basis

Structure (XYZ):
```
77
Properties=species:S:1:pos:R:3:forces:R:3:mulliken_charge:R:1
C 0.65078 -0.29279 -6.01370 -0.362 -0.093 -2.563 -0.70
C 1.65218 -0.20451 -5.02717 -1.549 0.081 2.984 0.46
H 1.08961 -0.30174 -7.04550 -0.584 -0.015 0.323 0.38
H -0.04438 0.56763 -5.90153 0.448 -0.591 -0.159 0.19
H 0.06802 -1.22311 -5.84784 0.350 0.578 -0.172 0.20
O 2.69017 -0.14597 -4.49894 1.511 -0.014 -0.884 -0.43
Cl -2.21732 -0.25717 -1.85828 0.345 -0.037 -0.644 -0.40
Pt 0.10696 -0.05319 -1.85605 -1.271 -0.628 -0.317 3.35
P 0.03148 2.24382 -2.39293 -0.468 2.441 0.384 0.55
C 1.23488 3.24340 -1.45405 0.192 -0.231 0.161 -1.06
C 0.38497 2.75846 -4.09597 -0.057 -0.398 -0.313 -1.20
H 0.44429 3.85759 -4.12554 -0.111 -0.326 0.135 0.54
H -1.56605 4.07328 -2.18787 0.146 -0.293 -0.040 0.51
H -0.42369 2.42487 -4.75613 0.184 0.126 0.076 0.29
H -2.35108 2.51615 -2.61109 0.074 0.170 0.129 0.44
H 2.24776 2.84517 -1.59427 -0.140 0.188 0.028 0.37
H 1.34155 2.35054 -4.44108 -0.174 0.116 0.081 0.37
C -1.58251 2.99166 -1.99196 -0.093 -0.223 -0.072 -1.30
H 1.21189 4.28308 -1.81175 -0.063 -0.327 0.019 0.60
H -1.84035 2.82663 -0.93797 0.114 0.000 -0.330 0.24
H 1.00063 3.24038 -0.38406 0.109 -0.014 -0.291 0.10
P 0.29859 -2.40683 -2.12006 -0.118 -2.036 0.708 0.66
C 1.72153 -3.04900 -1.17906 0.077 0.311 0.055 -1.04
C -1.17663 -3.26499 -1.47430 -0.082 0.244 -0.081 -1.28
H -0.28980 -2.86245 -4.40855 0.200 -0.170 0.066 0.30
H 0.63012 -4.21050 -3.66969 -0.080 0.299 0.135 0.51
H 1.49422 -2.74316 -4.20577 -0.189 -0.101 0.088 0.38
C 0.56207 -3.11570 -3.76661 -0.155 0.487 -0.309 -1.29
H -2.00178 -3.10113 -2.17808 0.143 -0.116 0.209 0.48
H -0.97790 -4.34155 -1.37308 0.078 0.293 -0.122 0.53
H 1.58772 -4.12478 -0.99692 0.043 0.289 -0.089 0.56
H 1.81877 -2.52279 -0.22212 0.070 -0.234 -0.206 0.04
H -1.46751 -2.85468 -0.49993 0.046 -0.146 -0.338 0.16
H 2.63623 -2.89080 -1.76340 -0.119 -0.080 0.130 0.42
C 1.97925 0.05338 -1.92672 6.547 0.322 0.519 -0.27
O 3.13940 0.09936 -1.85437 -4.807 -0.159 -0.239 -0.39
C 1.25891 1.07156 4.00443 -0.346 0.023 0.195 -1.66
C 1.42409 0.49281 2.58928 0.711 0.169 0.273 1.38
C 2.10692 1.54102 1.70200 -0.023 0.155 -0.235 -1.40
C 2.34660 -0.73667 2.64065 -0.002 -0.154 -0.040 -1.64
P -0.25096 0.01360 1.84876 -0.485 0.225 3.280 0.35
N 0.01151 -0.22291 0.27062 0.103 0.064 -1.732 -0.67
C -0.86744 -1.61777 2.55846 -0.279 -0.728 0.331 1.77
C -0.75802 -1.65200 4.09145 0.100 0.266 0.262 -1.79
C -2.32697 -1.84303 2.13205 -0.243 0.087 -0.127 -1.74
C -0.04226 -2.76926 1.97864 0.287 -0.115 -0.233 -1.57
C -1.55580 1.36842 2.10962 -0.703 0.648 0.103 1.97
C -0.93318 2.73295 1.80099 0.228 0.212 -0.084 -2.00
C -2.72147 1.14437 1.13888 -0.018 -0.298 -0.563 -1.52
C -2.10990 1.37391 3.54588 0.265 -0.292 0.387 -1.81
H 2.26682 1.23897 4.41326 -0.209 -0.078 -0.184 0.52
H 0.73559 0.39533 4.68970 0.211 0.214 -0.141 0.31
H 0.74430 2.03849 4.00276 0.187 -0.244 0.044 0.34
H 3.15203 1.63074 2.03168 -0.297 -0.010 -0.128 0.58
H 2.10050 1.21678 0.65319 0.187 0.190 0.131 0.15
H 1.64970 2.53282 1.78352 0.154 -0.294 -0.081 0.26
H 2.03553 -1.48800 3.37806 0.148 0.292 -0.301 0.30
H 2.43702 -1.19534 1.64705 0.081 -0.053 0.227 0.26
H 3.34734 -0.38366 2.93224 -0.319 -0.102 -0.062 0.63
H 0.27983 -1.64893 4.43780 -0.235 -0.074 -0.069 0.37
H -1.28754 -0.83248 4.58552 0.082 -0.248 -0.082 0.34
H -1.21170 -2.58991 4.44400 0.071 0.177 -0.218 0.51
H -2.45755 -1.67924 1.05621 -0.136 -0.015 0.131 0.38
H -2.58595 -2.89146 2.33807 0.115 0.299 0.025 0.59
H -3.04147 -1.22035 2.68111 0.219 -0.186 -0.184 0.31
H 0.08982 -2.61710 0.90606 0.020 -0.287 0.093 0.15
H 0.94028 -2.87583 2.44157 -0.208 -0.010 -0.125 0.29
H -0.58699 -3.71010 2.12975 0.125 0.241 0.001 0.51
H -0.45133 2.71782 0.81634 -0.073 0.139 0.231 0.15
H -1.74033 3.48153 1.76270 0.227 -0.288 0.068 0.60
H -0.21613 3.06896 2.56006 -0.217 -0.102 -0.287 0.33
H -3.45640 0.42132 1.50677 0.196 0.284 -0.095 0.31
H -3.23656 2.09985 0.96431 0.105 -0.263 0.187 0.50
H -2.35313 0.78211 0.17025 -0.371 0.290 0.381 0.13
H -2.69214 0.47585 3.77904 0.115 0.297 -0.096 0.37
H -1.33416 1.49397 4.31013 -0.234 0.036 -0.151 0.34
H -2.79343 2.23226 3.63942 0.210 -0.181 -0.199 0.51
```
Forces are in eV/Å.

Calculated values
Orbital gap (spin up / spin down): 4.7 / 6.1 eV
Net charge: +3
Multiplicity: 5
E_tot: -2636.652969 a.u.
Relative energy (zero: lowest compared OMol25 entry of this formula, charge and spin): 1.091 eV